Formula: C5H6N
Source: OMol25
Level of theory: ωB97M-V/def2-TZVPD

```
12
Properties=species:S:1:pos:R:3:forces:R:3
C -2.16267 -0.00369 -0.02038 1.594 0.569 0.494
N -0.62672 -0.18573 -0.00427 -2.659 -0.467 -0.265
C 0.20733 -1.04585 0.41177 -0.397 0.052 0.030
C 1.46199 -0.70277 -0.31936 0.443 0.650 -0.624
C 1.72101 0.70653 0.26812 0.071 0.619 0.252
C 0.55684 0.39084 -0.60042 0.880 -0.786 0.293
H -2.59292 -0.97204 0.20136 0.104 -0.098 -0.046
H -2.41963 0.36774 -1.00718 0.081 -0.137 -0.031
H -2.41978 0.72905 0.74294 0.012 -0.074 -0.064
H 2.12174 -1.38359 -0.81761 0.028 -0.308 -0.032
H 1.61868 0.84719 1.33679 -0.107 -0.024 0.112
H 2.53411 1.25231 -0.19174 -0.050 0.003 -0.118
```
Forces are in eV/Å.

Properties
- HOMO-LUMO gap (spin up / spin down) (eV) = 8.90 / 8.90
- 2S+1 = 1
- LUMO energy (spin up / spin down) (eV) = -6.43 / -6.43
- energy relative to the best compared isomer or geometry (same formula, charge and spin) (kcal per mole) = 153.6
- net charge = +1



Formula: C5H6N
Source: OMol25
Level of theory: ωB97M-V/def2-TZVPD

```
12
Properties=species:S:1:pos:R:3:forces:R:3
C -0.38743 -1.04692 -0.09801 -0.116 2.262 -0.265
C -1.69201 0.75390 0.05753 0.899 0.969 0.105
C 0.40564 0.31082 -0.09224 -2.321 -2.012 0.233
C -1.67326 -0.69963 0.03052 1.551 -2.257 -0.018
C 1.82684 0.28425 0.04222 0.399 2.119 1.450
N -0.51695 1.30073 -0.08296 2.010 1.171 0.104
H 0.20201 -1.91422 -0.16158 -0.081 -1.378 0.026
H -2.46098 1.47314 0.23417 -1.055 -0.134 -0.055
H -2.42794 -1.44240 0.11976 -0.956 0.097 0.054
H 2.21170 0.61170 -0.89800 0.323 1.397 -1.212
H 2.31390 -0.66290 -0.00018 -0.210 -1.080 0.998
H 2.19849 1.03154 0.84876 -0.442 -1.153 -1.420
```
Forces are in eV/Å.

Properties
- HOMO-LUMO gap (eV) = 7.56
- 2S+1 = 1
- LUMO energy (eV) = -8.07
- energy relative to the best compared isomer or geometry (same formula, charge and spin) (kcal per mole) = 80.4
- net charge = +1



Formula: C5H6N
Source: OMol25
Level of theory: ωB97M-V/def2-TZVPD

```
12
Properties=species:S:1:pos:R:3:forces:R:3
C 2.64196 0.14403 1.40432 0.218 -1.486 0.372
C -2.23707 0.26469 -1.02923 1.502 -1.286 -0.334
C 1.60670 0.31824 0.55736 -2.523 -0.607 0.274
C -0.84997 -0.24537 -0.55821 2.914 0.409 2.009
C 0.31325 -0.11973 0.08511 -1.350 -1.071 -0.807
N -1.78121 -1.05412 -1.17932 2.019 -0.214 -0.953
H 3.04904 -0.75573 2.01269 -1.491 1.002 -1.688
H 3.35401 0.93259 1.54678 -0.187 0.790 -0.130
H -3.02149 0.30829 -0.34567 -1.103 1.349 1.102
H -2.11360 0.70189 -1.97278 -0.554 1.671 -0.787
H 1.23643 1.30801 0.18801 1.182 0.830 -0.147
H -2.19803 -1.80280 -0.70905 -0.627 -1.386 1.089
```
Forces are in eV/Å.

Properties
- HOMO-LUMO gap (eV) = 7.54
- 2S+1 = 1
- LUMO energy (eV) = -6.53
- energy relative to the best compared isomer or geometry (same formula, charge and spin) (kcal per mole) = 151.4
- net charge = +1



Q: Among the records above, which one has the lowest energy relative to the best compared isomer or geometry (same formula, charge and spin)?
A: number 2



Q: net charge of number 3 (C5H6N)?
A: +1



Q: Which formula does entry 3 have?
A: C5H6N



Q: What is the net charge in the third record?
A: +1